{"formula": "C15H33INO9S", "method": "ωB97M-V/def2-TZVPD", "max_force_ev_per_a": 0.61, "charge": 1, "lumo_energy_ev": -5.55, "gap_ev": 6.23, "symbols": ["C", "C", "S", "C", "N", "I", "H", "H", "H", "H", "H", "H", "H", "H", "H", "C", "C", "O", "C", "O", "O", "C", "H", "H", "H", "H", "H", "H", "H", "H", "C", "C", "O", "C", "O", "O", "C", "H", "H", "H", "H", "H", "H", "H", "H", "C", "C", "O", "C", "O", "O", "C", "H", "H", "H", "H", "H", "H", "H", "H"], "positions_angstrom": [[1.355, 2.278, -4.695], [0.744, 3.588, -5.165], [-0.894, 4.014, -4.467], [-1.839, 2.570, -4.844], [-2.301, 2.619, -6.298], [-3.426, 0.982, -6.992], [1.326, 2.188, -3.605], [2.394, 2.202, -5.026], [0.840, 1.404, -5.109], [0.688, 3.657, -6.258], [1.340, 4.446, -4.837], [-2.741, 2.565, -4.228], [-1.293, 1.632, -4.738], [-1.487, 2.734, -6.905], [-2.858, 3.468, -6.432], [-2.288, 3.636, 0.623], [-1.412, 3.334, -0.567], [-1.799, 2.077, -1.198], [-2.844, 2.123, -1.998], [-3.442, 3.104, -2.366], [-3.059, 0.886, -2.482], [-4.264, 0.742, -3.240], [-2.251, 2.819, 1.343], [-1.915, 4.534, 1.116], [-3.317, 3.818, 0.316], [-0.379, 3.153, -0.280], [-1.463, 4.118, -1.321], [-4.404, 1.598, -3.900], [-5.140, 0.676, -2.597], [-4.140, -0.179, -3.802], [-1.227, -0.553, 0.574], [0.199, -0.182, 0.251], [0.769, 0.665, 1.271], [1.216, 0.023, 2.355], [1.210, -1.171, 2.515], [1.667, 0.920, 3.221], [2.205, 0.357, 4.432], [-1.811, 0.350, 0.751], [-1.670, -1.063, -0.283], [-1.290, -1.211, 1.439], [0.252, 0.437, -0.643], [0.829, -1.063, 0.133], [2.990, -0.358, 4.196], [1.424, -0.151, 4.992], [2.593, 1.207, 4.982], [1.189, -4.475, 2.902], [1.190, -5.611, 3.897], [2.537, -5.990, 4.258], [3.120, -5.219, 5.172], [2.623, -4.273, 5.730], [4.359, -5.666, 5.370], [5.096, -4.953, 6.371], [1.769, -4.740, 2.018], [0.164, -4.267, 2.589], [1.590, -3.566, 3.344], [0.774, -6.527, 3.482], [0.655, -5.342, 4.806], [4.551, -4.951, 7.312], [5.263, -3.923, 6.059], [6.035, -5.489, 6.459]]}